Record 1
Below is a structure of composition C14H17N2SbSe4Tl at a distorted geometry, with properties calculated with ωB97M-V with the def2-TZVPD basis set.

Values from the calculation:
- orbital gap (alpha / beta) (eV) = 4.86 / 4.73
- strongest force on any atom (hartree/bohr) = 0.0382
- charge = -1
- HOMO (alpha / beta) (eV) = -4.140 / -4.166

Geometry as XYZ:
```
39
Properties=species:S:1:pos:R:3:lowdin_charge:R:1
Tl -0.0357 0.1637 -0.4947 0.6171
C -0.1225 -3.2757 0.0899 -0.1643
N -1.1741 -2.2732 0.1000 -0.3601
C -2.2502 -2.6766 -0.7878 -0.1136
C -1.6607 -2.0696 1.4632 -0.1976
C -0.5959 -1.4701 2.3464 -0.2799
C -0.3510 -2.0163 3.6007 -0.0526
C 0.6067 -1.4621 4.4287 -0.0936
C 1.3428 -0.3746 4.0007 -0.0880
C 1.1109 0.1719 2.7443 -0.1128
C 0.1431 -0.3713 1.9221 -0.1631
H -0.4974 -4.2724 0.3602 0.0946
H 0.6504 -2.9937 0.8014 0.0085
H 0.3285 -3.3230 -0.8988 0.0487
H -2.6960 -3.6359 -0.4802 0.0876
H -1.8547 -2.7902 -1.7988 0.0898
H -3.0358 -1.9189 -0.7933 0.0791
H -2.0271 -3.0132 1.9029 0.1233
H -2.5045 -1.3717 1.4144 0.1207
H -0.9094 -2.8871 3.9194 0.1053
H 0.7927 -1.8918 5.4025 0.0966
H 2.1157 0.0404 4.6296 0.0992
H 1.7038 1.0183 2.4277 0.0792
Se 5.2781 -3.1370 -2.6321 0.0258
Sb 3.9761 -2.2527 -0.7153 -0.3305
Se 2.0784 -0.9877 -1.9774 -0.1716
Se 3.2382 -4.1343 0.7212 -0.1732
Se 5.2486 -0.6083 0.6146 -0.2336
C 2.8944 4.6548 0.0659 -0.0747
C 3.5505 3.4360 0.0847 -0.0390
C 2.7862 2.2788 0.1308 -0.1539
N 1.4620 2.2856 0.1581 -0.0419
C 0.8370 3.4567 0.1603 -0.1639
C 1.5073 4.6642 0.1182 -0.0748
H 3.4429 5.5861 0.0264 0.1012
H 4.6270 3.3651 0.0662 0.1080
H 3.2572 1.3074 0.1710 0.0051
H -0.2443 3.4163 0.2141 0.0971
H 0.9536 5.5898 0.1251 0.0959
```

Record 2
Below is a cluster of 2 separate species, C14H18BINO10PS in total at a distorted geometry, with properties calculated with ωB97M-V with the def2-TZVPD basis set.

Values from the calculation:
- orbital gap (eV) = 7.95
- structure (SMILES) = CC[C@H](I)c1c(P(O)O)cc(CB(O)O)c2c1C(=O)NC2=O.O=S1(=O)OCCO1
- strongest force on any atom (hartree/bohr) = 0.0627
- HOMO (eV) = -8.933

Geometry as XYZ:
```
47
Properties=species:S:1:pos:R:3:nbo_charge:R:1
C -4.2475 4.0645 1.8619 -0.6208
C -3.4899 3.3856 0.6462 -0.4242
C -3.8293 1.8527 0.4308 -0.3367
I -4.9878 0.9241 2.0221 0.1122
C -2.5860 0.9673 0.1428 -0.0398
C -2.5986 -0.0055 -0.9656 -0.3673
P -4.0996 -0.2463 -2.0765 1.3187
O -3.7978 -1.7168 -2.8703 -0.9818
O -4.0333 0.8931 -3.3388 -0.9624
C -1.4378 -0.8629 -1.2624 -0.1782
C -0.2748 -0.7384 -0.4037 0.0673
C 1.0006 -1.6441 -0.6089 -0.8115
B 0.8927 -2.7812 0.5468 1.2072
O -0.3779 -3.4239 0.6469 -0.9509
O 1.9545 -3.0930 1.4158 -0.9204
C -0.2276 0.2086 0.6807 -0.1668
C -1.3895 1.0657 0.9461 -0.0467
C -1.0032 1.9742 2.1428 0.6821
O -1.6464 2.6306 2.9039 -0.5237
N 0.4283 1.8284 2.1815 -0.6727
C 0.8803 0.5586 1.7047 0.7028
O 1.8718 -0.0400 2.0131 -0.5534
H -4.0001 5.1617 1.8585 0.2132
H -5.3546 3.9573 1.7222 0.2126
H -3.9007 3.6323 2.8278 0.2355
H -2.3919 3.6019 0.6746 0.2137
H -3.8702 3.9322 -0.2635 0.2128
H -4.4749 1.7904 -0.4855 0.2350
H -3.4583 -1.5347 -3.7693 0.4906
H -3.0955 1.1620 -3.4021 0.4834
H -1.4481 -1.5835 -2.1107 0.2427
H 0.9583 -2.1434 -1.6151 0.2476
H 1.8924 -0.9885 -0.4815 0.2540
H -0.3580 -4.2865 0.2018 0.5060
H 1.6137 -2.9468 2.3204 0.5047
H 0.8872 2.1780 3.0248 0.4130
C 4.9884 -1.6729 0.1956 -0.1018
C 6.2339 -0.9799 -0.3215 -0.1033
O 6.5446 -1.6490 -1.5468 -0.6818
S 5.1735 -2.1355 -2.2469 2.5331
O 4.8041 -1.1739 -3.2281 -0.8955
O 5.2855 -3.5222 -2.5365 -0.8887
O 4.2052 -1.9479 -0.9694 -0.6871
H 5.2328 -2.6241 0.6739 0.1961
H 4.4280 -1.0518 0.8931 0.2271
H 7.0671 -1.0474 0.3751 0.2135
H 6.0364 0.0707 -0.5507 0.1908
```

Record 3
Below is a structure of composition C14H18BN7O2Pt at a distorted geometry, with properties calculated with ωB97M-V with the def2-TZVPD basis set.

Values from the calculation:
- orbital gap (alpha / beta) (eV) = 7.35 / 4.27
- strongest force on any atom (hartree/bohr) = 0.0768
- charge = +4
- HOMO (alpha / beta) (eV) = -22.230 / -22.173
- relative energy (zero: lowest compared OMol25 entry of this formula, charge and spin) (eV) = 0.0000
- spin multiplicity = 5

Geometry as XYZ:
```
43
Properties=species:S:1:pos:R:3:nbo_charge:R:1
C 1.0706 -2.3669 1.3149 0.0281
N 0.7555 -1.5128 0.3135 -0.3228
N 1.7605 -1.5861 -0.6298 -0.3481
C 2.7504 -2.3883 -0.1582 0.0908
C 2.3525 -2.8850 1.0792 -0.2637
B 1.6363 -0.7936 -1.9676 0.4994
N 0.2210 -1.0614 -2.5612 -0.2627
N -0.9378 -0.9416 -1.8329 -0.2337
C -1.9893 -1.2512 -2.6463 0.0456
C -1.4856 -1.4409 -3.9291 0.0427
C -0.1079 -1.2850 -3.8416 0.1920
Pt -0.8651 -0.1998 0.0233 1.3604
N 1.6601 0.7218 -1.6128 -0.2620
N 0.7255 1.3059 -0.7941 -0.2542
C 1.0401 2.6181 -0.7059 0.0771
C 2.2082 2.8699 -1.4561 0.0518
C 2.5530 1.6521 -2.0262 0.1384
H 0.5195 3.3521 -0.1083 0.3160
H 3.3515 1.3627 -2.6915 0.3029
H 2.7324 3.8056 -1.5337 0.3105
H 2.4852 -1.0860 -2.7530 0.0632
H 0.6600 -1.2932 -4.5928 0.3064
H 3.6694 -2.5448 -0.7204 0.2905
H -2.0409 -1.6464 -4.8228 0.3162
H 2.9172 -3.5228 1.7485 0.3094
H -3.0261 -1.2777 -2.3379 0.2988
H 0.4294 -2.5807 2.1484 0.2555
H -2.0031 1.2343 -0.4111 0.1978
C -3.0310 0.8236 -0.1726 -0.8307
H -3.6056 0.8279 -1.1010 0.3003
H -3.0499 -0.2272 0.2245 0.2349
H -3.4749 1.4809 0.5775 0.3244
O -1.3471 -1.6701 3.1350 -0.0641
C -1.0620 -0.4819 3.1036 0.6771
C -0.7233 0.4088 4.2968 -0.4397
C -0.9457 1.8205 3.7966 -0.5199
C -0.8871 1.6983 2.2895 0.7108
O -0.7137 2.6118 1.4932 -0.5360
N -1.0188 0.3546 1.9770 -0.6603
H -1.3535 0.1495 5.1513 0.3190
H 0.3316 0.2342 4.5587 0.3140
H -1.9581 2.1471 4.0721 0.3049
H -0.2033 2.5636 4.1033 0.3186
```

What is the formula in the first record? C14H17N2SbSe4Tl